{"formula": "C15H34F3N4O15", "method": "ωB97M-V with the def2-TZVPD basis set", "elements": ["N", "H", "H", "H", "H", "N", "H", "H", "H", "H", "N", "H", "H", "H", "H", "N", "H", "H", "H", "H", "C", "C", "O", "O", "H", "H", "H", "C", "C", "O", "O", "H", "H", "H", "C", "C", "O", "O", "H", "H", "H", "C", "C", "O", "C", "O", "O", "F", "H", "H", "H", "C", "C", "O", "C", "O", "O", "F", "H", "H", "H", "C", "C", "O", "C", "O", "O", "F", "H", "H", "H"], "coordinates": [[-6.9267, 6.7492, -18.7017], [-7.7664, 6.1585, -18.5837], [-6.1110, 6.1992, -18.9988], [-6.7610, 7.1061, -17.7668], [-7.1186, 7.4796, -19.3802], [-8.5554, 5.1150, -13.8305], [-9.3843, 5.2734, -13.2638], [-8.2000, 6.0602, -13.9429], [-8.8433, 4.8050, -14.7753], [-7.8073, 4.5280, -13.3862], [-6.1669, 3.6186, -16.9385], [-6.1716, 2.7179, -17.4458], [-5.8311, 3.5487, -15.9659], [-7.0987, 4.0462, -17.0089], [-5.4564, 4.1726, -17.4280], [-4.1890, 6.3104, -14.7659], [-3.7403, 6.8384, -14.0249], [-3.6537, 6.1234, -15.6195], [-5.0055, 6.8479, -15.0479], [-4.6210, 5.4310, -14.4329], [-11.0422, 5.4542, -16.9798], [-9.6776, 5.0371, -17.4364], [-8.8239, 4.8499, -16.5166], [-9.3012, 5.2359, -18.6150], [-11.2793, 4.8155, -16.1268], [-11.8185, 5.3781, -17.7371], [-10.9724, 6.4794, -16.6173], [-5.2023, 2.0017, -12.8770], [-5.7979, 3.3474, -13.2168], [-6.6606, 3.8547, -12.4608], [-5.4256, 3.8425, -14.3322], [-5.9169, 1.2311, -13.1701], [-4.9388, 1.8406, -11.8320], [-4.2894, 1.7677, -13.4262], [-2.3994, 4.1707, -19.1424], [-3.5436, 4.8443, -18.3955], [-3.3740, 5.0715, -17.1722], [-4.6193, 5.0179, -19.0356], [-2.6021, 3.9834, -20.1963], [-2.2618, 3.1711, -18.7257], [-1.4659, 4.7239, -19.0523], [-9.1007, -0.9575, -13.3990], [-8.9942, -1.6153, -14.7977], [-8.6153, -0.5900, -15.6691], [-8.2997, 0.5141, -14.9537], [-7.8216, 1.5119, -15.3718], [-8.2982, 0.2106, -13.5918], [-10.2483, -2.0329, -15.0888], [-8.6760, -1.6467, -12.6717], [-10.1157, -0.6589, -13.1461], [-8.2955, -2.4511, -14.8526], [-5.7910, 1.4508, -21.9299], [-6.3431, 2.8602, -21.7149], [-6.7621, 2.8280, -20.3668], [-6.3183, 1.7274, -19.7569], [-6.3884, 1.5046, -18.5708], [-5.5620, 1.0161, -20.5869], [-7.3752, 3.0464, -22.5492], [-4.8343, 1.3560, -22.4392], [-6.5157, 0.8870, -22.5196], [-5.5760, 3.6127, -21.9056], [-3.4320, -1.7322, -14.7149], [-4.9454, -1.6081, -14.6344], [-5.2795, -0.5206, -15.4619], [-4.1043, 0.0937, -15.8596], [-4.1213, 1.0827, -16.5249], [-3.0881, -0.4211, -15.1791], [-5.3431, -1.3243, -13.3581], [-3.1090, -2.4629, -15.4542], [-3.0197, -1.8887, -13.7222], [-5.5857, -2.4137, -14.9972]], "mulliken_charge": [-0.1359, 0.1671, 0.2641, 0.3498, 0.4402, -0.1806, 0.4298, 0.3380, 0.3102, 0.2507, 1.0750, 0.2975, 0.3077, 0.0538, -0.0193, -0.2112, 0.4231, 0.3863, 0.3562, 0.1760, -1.1918, 0.5964, -0.7813, -0.8960, 0.3084, 0.3491, 0.2536, -0.5735, 0.6243, -0.8711, -0.9285, -0.1697, 0.4957, 0.1819, -1.1106, 0.6550, -0.8469, -0.8314, 0.3257, 0.2192, 0.3587, -0.4696, 0.3340, -0.2874, 0.5830, -0.2745, -0.3364, -0.3242, 0.2651, 0.3169, 0.2089, -0.5065, 0.4300, -0.1589, 0.5498, -0.7453, -0.3146, -0.3034, 0.2669, 0.2743, 0.2535, -0.4870, 0.3135, -0.0106, 0.3470, -0.3984, -0.3574, -0.3013, 0.3252, 0.2935, 0.2683], "homo_energy_ev": -11.66, "orbital_gap_ev": 8.6709, "total_energy_ha": -2239.12013, "largest_force_ev_per_a": 2.76, "molar_mass_g_mol": 567.4, "charge": 1}